# 1
Here is a structure of composition C37H36NOP2ReS2Te from the OMol25 dataset. Energies are from wB97M-V/def2-TZVPD.

Values from the calculation:
**E**: -92157.1697 eV
**Charge**: +1
**Frontier orbital gap (alpha / beta)**: 6.19 / 6.09 eV
**Energy relative to the best compared isomer or geometry (same formula, charge and spin)**: 0.0000 eV
**Multiplicity**: 2
**Highest occupied orbital energy (alpha / beta)**: -10.0 / -10.1 eV

CARTESIAN COORDINATES (ANGSTROEM)
1 Re -1.19 -1.17 -0.88
2 C -5.85 -1.76 -1.06
3 C -4.43 -1.30 -1.22
4 S -3.20 -2.19 -0.42
5 C -4.10 -0.20 -1.96
6 C -5.08 0.67 -2.68
7 S -2.42 0.20 -2.10
8 H -5.90 -2.71 -0.54
9 H -6.34 -1.87 -2.03
10 H -6.43 -1.03 -0.48
11 H -5.54 0.13 -3.52
12 H -4.60 1.56 -3.08
13 H -5.89 0.98 -2.01
14 Te 2.12 -1.14 2.37
15 C 2.21 0.74 3.31
16 C 1.59 0.94 4.53
17 C 1.67 2.20 5.12
18 N 2.31 3.23 4.57
19 C 2.91 3.02 3.40
20 C 2.90 1.80 2.74
21 C 0.79 -0.62 0.82
22 P -0.76 0.14 1.03
23 C -1.50 -0.31 2.62
24 C -1.67 0.64 3.63
25 C -2.17 0.25 4.86
26 C -2.50 -1.07 5.10
27 C -2.33 -2.02 4.10
28 C -1.83 -1.64 2.87
29 C -0.88 1.94 0.94
30 C -2.17 2.49 0.94
31 C -2.33 3.86 0.80
32 C -1.22 4.68 0.66
33 C 0.06 4.14 0.65
34 C 0.22 2.76 0.79
35 P 1.16 -0.49 -0.90
36 C 2.03 1.00 -1.46
37 C 1.36 1.88 -2.30
38 C 1.97 3.07 -2.67
39 C 3.24 3.38 -2.20
40 C 3.91 2.50 -1.36
41 C 3.31 1.30 -0.99
42 C 2.34 -1.83 -1.28
43 C 2.31 -3.02 -0.56
44 C 3.20 -4.04 -0.86
45 C 4.12 -3.89 -1.89
46 C 4.15 -2.72 -2.62
47 C 3.27 -1.69 -2.32
48 H 1.04 0.15 5.02
49 H 1.20 2.39 6.08
50 H 3.43 3.87 2.98
51 H 3.43 1.69 1.80
52 H -1.40 1.67 3.46
53 H -2.31 0.99 5.64
54 H -2.90 -1.37 6.06
55 H -2.58 -3.06 4.28
56 H -1.69 -2.38 2.08
57 H -3.03 1.85 1.05
58 H -3.32 4.29 0.81
59 H -1.34 5.75 0.56
60 H 0.92 4.77 0.55
61 H 1.22 2.34 0.78
62 H 0.36 1.65 -2.63
63 H 1.46 3.76 -3.32
64 H 3.71 4.31 -2.49
65 H 4.90 2.74 -0.99
66 H 3.83 0.61 -0.34
67 H 1.59 -3.16 0.23
68 H 3.18 -4.96 -0.28
69 H 4.82 -4.69 -2.11
70 H 4.86 -2.59 -3.42
71 H 3.31 -0.76 -2.88
72 C 0.57 -4.48 -3.22
73 C 0.01 -3.12 -3.02
74 C 0.06 -2.13 -4.13
75 O -0.54 -2.85 -1.95
76 H -0.13 -5.04 -3.85
77 H 0.69 -5.00 -2.27
78 H 1.52 -4.42 -3.75
79 H 1.11 -1.82 -4.25
80 H -0.55 -1.25 -3.91
81 H -0.25 -2.59 -5.07



# 2
Here is a cluster of 6 separate species, C37H37B2O14 in total from the OMol25 dataset. Energies are from wB97M-V/def2-TZVPD.

Values from the calculation:
**E**: -68984.4914 eV
**Charge**: -1
**Frontier orbital gap**: 4.08 eV
**Highest occupied orbital energy**: -4.2 eV

CARTESIAN COORDINATES (ANGSTROEM)
1 C 1.45 -2.56 -2.35
2 B 1.08 -1.53 -3.49
3 O 1.91 -1.61 -4.61
4 B -0.23 -0.45 -3.27
5 O -0.05 0.74 -2.39
6 C -1.33 1.32 -2.46
7 C -1.89 0.99 -3.88
8 O -1.96 2.22 -4.67
9 C -3.33 0.49 -3.95
10 C -3.59 -1.00 -3.86
11 C -5.08 -1.25 -3.73
12 C -3.05 -1.77 -5.08
13 O -0.96 0.16 -4.44
14 H 1.53 -3.58 -2.73
15 H 2.39 -2.25 -1.89
16 H 0.69 -2.55 -1.58
17 H 1.40 -1.61 -5.43
18 H -1.07 -1.17 -2.65
19 H -1.98 0.85 -1.72
20 H -1.24 2.40 -2.31
21 H -1.24 2.79 -4.35
22 H -3.90 0.99 -3.17
23 H -3.72 0.83 -4.91
24 H -3.12 -1.42 -2.98
25 H -5.59 -1.02 -4.67
26 H -5.27 -2.29 -3.47
27 H -5.50 -0.63 -2.96
28 H -3.85 -2.33 -5.55
29 H -2.25 -2.44 -4.79
30 H -2.63 -1.08 -5.80
31 C 5.94 -3.37 -1.13
32 C 4.71 -3.83 -1.34
33 C 4.02 -4.69 -0.33
34 O 2.91 -5.12 -0.51
35 C 4.77 -4.99 0.92
36 C 5.99 -4.53 1.13
37 C 6.67 -3.68 0.12
38 O 7.80 -3.25 0.31
39 H 6.45 -2.75 -1.85
40 H 4.15 -3.61 -2.24
41 H 4.25 -5.61 1.64
42 H 6.55 -4.74 2.03
43 C 0.81 3.05 0.46
44 C 1.29 1.91 -0.03
45 C 2.03 0.97 0.85
46 O 2.50 -0.07 0.45
47 C 2.21 1.36 2.28
48 C 1.75 2.51 2.75
49 C 1.00 3.45 1.87
50 O 0.58 4.50 2.31
51 H 0.27 3.76 -0.16
52 H 1.17 1.61 -1.08
53 H 2.76 0.66 2.90
54 H 1.89 2.83 3.77
55 C -2.25 2.72 3.02
56 C -3.00 3.20 4.00
57 C -4.21 2.48 4.47
58 O -4.91 2.92 5.36
59 C -4.54 1.19 3.81
60 C -3.79 0.70 2.83
61 C -2.57 1.42 2.36
62 O -1.88 0.98 1.48
63 H -1.37 3.24 2.66
64 H -2.78 4.14 4.50
65 H -5.43 0.69 4.17
66 H -4.02 -0.22 2.32
67 C 8.45 -2.14 3.46
68 C 8.19 -1.07 2.70
69 C 8.45 0.30 3.20
70 O 8.22 1.28 2.52
71 C 8.99 0.44 4.58
72 C 9.24 -0.62 5.34
73 C 8.99 -2.00 4.83
74 O 9.22 -2.97 5.53
75 H 8.27 -3.15 3.11
76 H 7.80 -1.16 1.70
77 H 9.17 1.45 4.93
78 H 9.63 -0.55 6.34
79 C -7.51 2.03 -0.95
80 C -8.49 2.91 -0.77
81 C -8.89 3.37 0.58
82 O -9.80 4.17 0.73
83 C -8.15 2.82 1.74
84 C -7.17 1.94 1.57
85 C -6.77 1.48 0.22
86 O -5.87 0.68 0.08
87 H -7.19 1.69 -1.92
88 H -9.05 3.33 -1.60
89 H -8.46 3.17 2.72
90 H -6.61 1.51 2.39



# 3
Here is a structure of composition C37H37BaN13OS3 from the OMol25 dataset. Energies are from wB97M-V/def2-TZVPD.

Values from the calculation:
**E**: -93591.8645 eV
**Charge**: -2
**Frontier orbital gap**: 5.62 eV
**Energy relative to the best compared isomer or geometry (same formula, charge and spin)**: 0.0000 eV
**Highest occupied orbital energy**: -2.1 eV

CARTESIAN COORDINATES (ANGSTROEM)
1 Ba -1.02 1.14 0.75
2 C 1.92 3.78 2.40
3 N 1.12 3.71 1.18
4 C 2.00 3.63 0.02
5 C 1.32 3.14 -1.24
6 N 1.20 1.67 -1.30
7 C 0.39 1.30 -2.46
8 C 2.49 1.01 -1.29
9 C 3.27 1.05 -2.45
10 C 4.50 0.42 -2.54
11 C 4.96 -0.27 -1.42
12 C 4.21 -0.29 -0.26
13 C 2.96 0.35 -0.14
14 S 2.15 0.33 1.40
15 C 0.08 4.69 1.15
16 C 0.11 5.76 0.26
17 C -0.89 6.72 0.23
18 C -1.95 6.61 1.12
19 C -2.00 5.55 2.01
20 C -1.01 4.56 2.04
21 S -1.22 3.18 3.12
22 H 2.57 4.67 2.38
23 H 2.52 2.88 2.47
24 H 1.26 3.82 3.26
25 H 2.80 2.94 0.29
26 H 2.49 4.60 -0.18
27 H 1.89 3.49 -2.12
28 H 0.31 3.55 -1.33
29 H 0.81 1.66 -3.41
30 H -0.60 1.74 -2.37
31 H 0.30 0.22 -2.52
32 H 2.89 1.58 -3.31
33 H 5.07 0.46 -3.46
34 H 5.92 -0.79 -1.45
35 H 4.58 -0.82 0.61
36 H 0.93 5.85 -0.45
37 H -0.86 7.52 -0.49
38 H -2.76 7.33 1.11
39 H -2.84 5.43 2.68
40 N -4.06 3.49 -3.33
41 C -3.39 2.52 -2.55
42 S -2.57 3.16 -1.16
43 N -3.49 1.32 -3.01
44 N -2.79 0.29 -2.38
45 C -3.31 -0.19 -1.31
46 C -4.50 0.22 -0.55
47 C -5.75 0.44 -1.09
48 C -6.83 0.76 -0.28
49 C -6.63 0.86 1.10
50 C -5.39 0.66 1.66
51 C -4.28 0.35 0.85
52 O -3.08 0.19 1.32
53 H -4.34 4.27 -2.77
54 H -4.82 3.07 -3.85
55 H -2.75 -1.01 -0.87
56 H -5.87 0.37 -2.17
57 H -7.81 0.93 -0.71
58 H -7.47 1.12 1.74
59 H -5.22 0.77 2.72
60 N 2.09 -6.22 -0.01
61 C 2.49 -7.39 -0.61
62 C 3.24 -8.47 -0.16
63 C 3.44 -9.51 -1.06
64 C 2.91 -9.46 -2.36
65 C 2.17 -8.38 -2.79
66 C 1.95 -7.33 -1.90
67 N 1.26 -6.15 -2.08
68 C 1.37 -5.51 -0.94
69 C 0.80 -4.19 -0.64
70 C 0.93 -3.61 0.61
71 C 0.41 -2.35 0.83
72 N -0.23 -1.66 -0.11
73 C -0.38 -2.23 -1.31
74 C 0.12 -3.49 -1.62
75 H 2.31 -5.91 0.92
76 H 3.65 -8.51 0.84
77 H 4.02 -10.37 -0.75
78 H 3.09 -10.29 -3.03
79 H 1.76 -8.34 -3.79
80 H 1.44 -4.10 1.44
81 H 0.53 -1.87 1.79
82 H -0.91 -1.65 -2.05
83 H -0.01 -3.90 -2.61
84 N -0.86 1.28 5.62
85 N 0.12 0.46 5.08
86 N 1.39 0.80 5.06
87 C 1.93 -0.28 4.51
88 N 1.02 -1.22 4.24
89 N -0.14 -0.72 4.61
90 H -1.73 0.97 5.19
91 H -0.70 2.21 5.21
92 H 2.97 -0.36 4.26